No. 1
{"formula": "C22H29N3O3", "method": "ωB97M-V with the def2-TZVPD basis set", "orbital_gap_ha": 0.29671, "e_tot_ev": -33897.7878, "smiles": "CCC(CC)C(=O)c1c[nH]c(C(=O)N2CCN(c3ccc(OC)cc3)CC2)c1", "de_lowest_kj_mol": 138.4, "symbols": ["C", "C", "C", "C", "C", "C", "O", "C", "C", "N", "C", "C", "O", "N", "C", "C", "N", "C", "C", "C", "C", "O", "C", "C", "C", "C", "C", "C", "H", "H", "H", "H", "H", "H", "H", "H", "H", "H", "H", "H", "H", "H", "H", "H", "H", "H", "H", "H", "H", "H", "H", "H", "H", "H", "H", "H", "H"], "coordinates": [[4.559, 1.210, 6.398], [4.030, 1.287, 4.972], [2.567, 0.852, 4.843], [1.585, 1.717, 5.656], [1.630, 3.196, 5.292], [2.143, 0.885, 3.381], [2.747, 1.519, 2.541], [0.941, 0.121, 3.038], [0.218, -0.787, 3.797], [-0.801, -1.237, 3.051], [-0.776, -0.664, 1.806], [-1.915, -0.991, 0.929], [-2.951, -1.400, 1.445], [-1.804, -0.803, -0.405], [-0.576, -0.685, -1.156], [-0.436, -1.907, -2.087], [-1.580, -2.097, -2.944], [-1.655, -1.451, -4.180], [-0.724, -0.507, -4.608], [-0.791, 0.060, -5.871], [-1.804, -0.296, -6.749], [-1.972, 0.205, -8.010], [-1.049, 1.156, -8.476], [-2.738, -1.246, -6.335], [-2.660, -1.815, -5.086], [-2.780, -2.236, -2.145], [-2.969, -1.008, -1.243], [0.297, 0.197, 1.778], [4.065, 1.932, 7.043], [5.626, 1.421, 6.412], [4.404, 0.215, 6.812], [4.628, 0.633, 4.333], [4.141, 2.299, 4.584], [2.477, -0.180, 5.201], [1.803, 1.596, 6.719], [0.574, 1.341, 5.483], [0.828, 3.728, 5.799], [2.573, 3.646, 5.588], [1.507, 3.330, 4.220], [0.378, -1.143, 4.796], [-1.539, -1.869, 3.327], [0.276, -0.652, -0.483], [-0.611, 0.236, -1.749], [0.471, -1.827, -2.687], [-0.349, -2.804, -1.461], [0.079, -0.188, -3.962], [-0.042, 0.785, -6.147], [-1.368, 1.406, -9.487], [-1.057, 2.062, -7.861], [-0.033, 0.749, -8.509], [-3.516, -1.534, -7.024], [-3.380, -2.571, -4.815], [-3.654, -2.351, -2.781], [-2.678, -3.131, -1.522], [-3.832, -1.139, -0.589], [-3.108, -0.119, -1.869], [0.602, 0.859, 0.994]], "forces_ev_per_a": [[-0.1, 0.0, -0.2], [-0.1, -0.2, 0.1], [0.3, 0.3, -0.1], [0.0, 0.0, 0.0], [-0.1, -0.2, 0.1], [0.1, -0.2, 0.4], [0.0, 0.1, 0.0], [-0.4, -0.2, -0.3], [0.4, 0.2, 0.1], [-0.3, -0.3, 0.0], [0.3, 0.2, 0.0], [-0.2, 0.0, -0.1], [0.0, -0.1, 0.2], [-0.1, 0.0, 0.0], [0.4, -0.2, -0.3], [0.1, 0.3, 0.1], [0.1, -0.4, 0.2], [0.1, 0.2, -0.3], [-0.1, -0.2, 0.3], [-0.1, 0.1, -0.5], [0.0, 0.0, 0.1], [-0.2, -0.2, 0.2], [0.1, 0.1, -0.1], [0.1, 0.2, -0.1], [0.0, 0.1, 0.0], [-0.2, 0.3, 0.2], [-0.4, -0.3, 0.0], [-0.2, -0.2, 0.1], [0.0, 0.1, 0.1], [0.1, 0.0, 0.1], [0.0, -0.1, 0.1], [0.0, 0.1, -0.1], [0.0, 0.0, -0.1], [0.0, 0.0, 0.0], [-0.1, -0.1, 0.0], [0.0, 0.0, 0.1], [0.0, 0.1, 0.0], [0.1, 0.1, 0.0], [0.0, 0.1, -0.1], [0.0, -0.1, 0.2], [0.1, 0.1, 0.0], [-0.1, 0.0, -0.1], [0.1, 0.0, 0.1], [0.0, 0.0, 0.0], [0.1, 0.1, 0.0], [0.0, 0.0, 0.1], [0.0, 0.1, -0.1], [0.1, 0.0, 0.1], [0.0, 0.0, 0.0], [0.0, 0.0, 0.0], [-0.1, -0.1, -0.1], [0.0, -0.1, 0.0], [0.0, -0.1, 0.0], [-0.1, 0.0, 0.0], [0.1, 0.1, -0.1], [0.0, 0.0, 0.0], [0.0, 0.1, -0.2]], "nbo_charge": [-0.606, -0.393, -0.312, -0.389, -0.617, 0.600, -0.559, -0.262, 0.014, -0.466, 0.001, 0.655, -0.652, -0.423, -0.237, -0.222, -0.458, 0.224, -0.286, -0.277, 0.272, -0.496, -0.251, -0.221, -0.257, -0.216, -0.246, -0.210, 0.199, 0.213, 0.198, 0.209, 0.216, 0.208, 0.206, 0.207, 0.213, 0.204, 0.214, 0.218, 0.440, 0.230, 0.196, 0.215, 0.200, 0.208, 0.217, 0.199, 0.173, 0.173, 0.222, 0.212, 0.213, 0.200, 0.250, 0.196, 0.239]}

---

No. 2
{"formula": "C22H29N3O4S", "method": "ωB97M-V with the def2-TZVPD basis set", "orbital_gap_ha": 0.34327, "e_tot_ev": -46779.8951, "smiles": "C=CCN(CC=C)C(=O)C1CCN(S(=O)(=O)c2ccc(N3CCCC3=O)cc2)CC1", "de_lowest_kj_mol": 199.1, "symbols": ["C", "C", "C", "N", "C", "C", "C", "C", "O", "C", "C", "C", "N", "S", "O", "O", "C", "C", "C", "C", "N", "C", "C", "C", "C", "O", "C", "C", "C", "C", "H", "H", "H", "H", "H", "H", "H", "H", "H", "H", "H", "H", "H", "H", "H", "H", "H", "H", "H", "H", "H", "H", "H", "H", "H", "H", "H", "H", "H"], "coordinates": [[6.558, -1.531, 1.625], [6.548, -0.548, 0.745], [5.593, -0.423, -0.412], [4.700, -1.549, -0.564], [5.181, -2.596, -1.454], [5.170, -2.141, -2.880], [6.214, -2.196, -3.686], [3.572, -1.775, 0.155], [2.939, -2.808, 0.014], [3.131, -0.659, 1.098], [2.324, -1.195, 2.289], [0.941, -1.697, 1.875], [0.204, -0.693, 1.136], [-0.524, 0.512, 2.043], [-0.944, -0.074, 3.283], [0.255, 1.722, 2.103], [-1.963, 0.815, 1.028], [-2.910, -0.184, 0.922], [-4.032, 0.012, 0.140], [-4.210, 1.217, -0.547], [-5.355, 1.415, -1.321], [-6.533, 0.580, -1.159], [-7.641, 1.375, -1.852], [-6.882, 2.136, -2.931], [-5.491, 2.313, -2.347], [-4.654, 3.089, -2.740], [-3.241, 2.217, -0.431], [-2.123, 2.011, 0.354], [0.914, -0.215, -0.028], [2.284, 0.366, 0.325], [7.270, -1.563, 2.430], [5.852, -2.344, 1.580], [7.263, 0.262, 0.810], [5.030, 0.510, -0.316], [6.174, -0.344, -1.338], [4.498, -3.443, -1.333], [6.189, -2.900, -1.152], [4.224, -1.746, -3.224], [6.164, -1.871, -4.711], [7.163, -2.588, -3.356], [4.020, -0.166, 1.501], [2.871, -2.006, 2.772], [2.195, -0.382, 3.007], [0.348, -1.937, 2.757], [1.037, -2.579, 1.238], [-2.757, -1.104, 1.462], [-4.759, -0.780, 0.058], [-6.739, 0.414, -0.100], [-6.384, -0.389, -1.651], [-8.420, 0.729, -2.251], [-8.095, 2.074, -1.149], [-7.317, 3.100, -3.186], [-6.789, 1.553, -3.850], [-3.366, 3.145, -0.962], [-1.371, 2.776, 0.466], [0.290, 0.546, -0.503], [1.025, -1.062, -0.713], [2.128, 1.242, 0.957], [2.787, 0.677, -0.593]], "forces_ev_per_a": [[0.0, 0.0, 0.1], [-0.1, 0.1, -0.3], [0.0, 0.1, 0.2], [0.4, -0.1, -0.4], [-0.2, -0.3, -0.1], [0.0, 0.0, 0.2], [0.1, 0.0, -0.1], [0.0, 0.4, 0.3], [-0.3, -0.3, 0.1], [0.0, 0.0, 0.1], [0.0, -0.2, -0.2], [0.1, -0.4, 0.6], [-0.6, 0.6, 0.6], [-0.4, -0.2, -0.4], [0.0, -0.3, -0.1], [-0.1, 0.0, -0.3], [0.5, 0.0, 0.3], [-0.1, 0.0, 0.0], [0.0, 0.0, 0.0], [0.5, 0.1, 0.2], [-0.2, -0.1, 0.3], [-0.2, -0.2, 0.0], [0.1, 0.0, -0.1], [-0.1, 0.1, 0.0], [-0.3, 0.2, -0.4], [0.2, 0.2, -0.1], [-0.1, 0.1, -0.1], [0.1, 0.0, 0.1], [0.2, 0.4, -0.5], [0.0, -0.1, -0.1], [0.2, 0.1, 0.1], [-0.2, -0.2, -0.1], [0.2, 0.1, 0.1], [0.1, 0.0, -0.1], [-0.1, 0.1, 0.1], [0.2, 0.1, 0.0], [0.0, 0.0, 0.0], [-0.1, 0.1, -0.1], [-0.1, 0.1, -0.2], [0.2, -0.1, 0.1], [-0.1, 0.0, -0.1], [0.0, 0.0, 0.1], [0.1, 0.0, 0.1], [0.1, -0.2, 0.0], [-0.1, 0.2, 0.1], [-0.1, -0.2, 0.0], [-0.1, -0.1, 0.0], [0.0, 0.0, -0.1], [0.0, 0.0, 0.1], [0.0, 0.0, 0.1], [0.0, 0.0, 0.0], [0.1, 0.0, 0.0], [0.0, 0.0, 0.0], [0.0, 0.0, 0.0], [0.1, 0.1, 0.0], [0.1, -0.1, -0.2], [-0.1, 0.1, 0.0], [0.1, 0.0, -0.1], [0.0, 0.0, 0.0]], "nbo_charge": [-0.402, -0.189, -0.264, -0.448, -0.275, -0.181, -0.392, 0.711, -0.656, -0.328, -0.400, -0.245, -0.677, 2.318, -0.942, -0.955, -0.357, -0.165, -0.214, 0.170, -0.437, -0.206, -0.404, -0.500, 0.695, -0.592, -0.238, -0.164, -0.236, -0.412, 0.207, 0.198, 0.204, 0.219, 0.231, 0.260, 0.198, 0.202, 0.202, 0.191, 0.232, 0.219, 0.215, 0.233, 0.237, 0.236, 0.213, 0.211, 0.188, 0.220, 0.211, 0.240, 0.231, 0.258, 0.242, 0.216, 0.217, 0.245, 0.206]}

---

No. 3
{"formula": "C22H29N3O6S", "method": "ωB97M-V with the def2-TZVPD basis set", "orbital_gap_ha": 0.29970, "e_tot_ev": -50874.3333, "smiles": "COc1ccc(N2CCN(S(=O)(=O)CCNC(=O)COc3cccc(OC)c3)CC2)cc1", "de_lowest_kj_mol": 299.6, "symbols": ["C", "O", "C", "C", "C", "C", "N", "C", "C", "N", "S", "O", "O", "C", "C", "N", "C", "O", "C", "O", "C", "C", "C", "C", "C", "O", "C", "C", "C", "C", "C", "C", "H", "H", "H", "H", "H", "H", "H", "H", "H", "H", "H", "H", "H", "H", "H", "H", "H", "H", "H", "H", "H", "H", "H", "H", "H", "H", "H", "H", "H"], "coordinates": [[-4.018, 5.907, 2.418], [-4.213, 4.516, 2.384], [-3.112, 3.708, 2.387], [-3.356, 2.334, 2.368], [-2.319, 1.432, 2.374], [-0.983, 1.854, 2.385], [0.038, 0.902, 2.461], [0.004, -0.239, 1.569], [0.707, 0.088, 0.243], [2.061, 0.499, 0.530], [3.181, 0.361, -0.677], [4.440, 0.774, -0.135], [3.078, -0.977, -1.191], [2.710, 1.565, -1.987], [2.638, 0.901, -3.355], [1.666, -0.163, -3.374], [0.373, 0.047, -3.680], [-0.065, 1.069, -4.165], [-0.510, -1.174, -3.403], [0.055, -1.885, -2.327], [-0.458, -3.101, -1.963], [-1.593, -3.683, -2.503], [-1.998, -4.923, -2.025], [-1.297, -5.570, -1.033], [-0.151, -4.980, -0.490], [0.481, -5.686, 0.483], [1.643, -5.139, 1.061], [0.265, -3.745, -0.959], [2.136, 1.657, 1.390], [1.402, 1.316, 2.696], [-0.753, 3.228, 2.408], [-1.795, 4.142, 2.415], [-3.467, 6.260, 1.539], [-3.489, 6.218, 3.326], [-5.014, 6.346, 2.416], [-4.380, 1.996, 2.360], [-2.551, 0.378, 2.395], [-1.021, -0.540, 1.367], [0.530, -1.067, 2.055], [0.754, -0.788, -0.403], [0.147, 0.887, -0.269], [1.741, 1.971, -1.710], [3.467, 2.342, -1.952], [3.614, 0.485, -3.615], [2.336, 1.637, -4.107], [1.908, -0.976, -2.816], [-1.526, -0.827, -3.174], [-0.546, -1.789, -4.313], [-2.161, -3.194, -3.277], [-2.881, -5.383, -2.442], [-1.608, -6.531, -0.660], [2.429, -4.984, 0.316], [1.979, -5.870, 1.795], [1.432, -4.190, 1.564], [1.149, -3.250, -0.591], [3.192, 1.859, 1.569], [1.670, 2.531, 0.912], [1.422, 2.157, 3.387], [1.920, 0.472, 3.165], [0.252, 3.621, 2.423], [-1.555, 5.193, 2.437]], "forces_ev_per_a": [[0.0, 0.2, 0.0], [0.0, -0.3, 0.0], [0.1, 0.0, 0.0], [0.0, 0.2, 0.0], [0.0, 0.1, -0.1], [-0.2, 0.3, 0.1], [0.2, -0.2, 0.3], [0.1, 0.0, -0.4], [-0.5, -0.5, -0.1], [0.6, -0.2, -0.5], [0.0, 0.4, 0.2], [0.0, 0.3, 0.1], [-0.2, -0.1, -0.1], [0.1, -0.6, 0.4], [0.0, 0.1, -0.2], [0.3, -0.3, 0.1], [0.0, -0.5, 0.1], [-0.3, 0.3, -0.1], [-0.3, 0.2, -0.2], [0.0, -0.3, 0.1], [-0.1, -0.2, 0.0], [0.1, 0.4, -0.2], [0.1, -0.1, 0.2], [0.0, -0.1, 0.1], [-0.1, 0.1, -0.1], [-0.3, -0.1, -0.2], [0.2, 0.1, 0.1], [0.1, 0.0, 0.1], [0.2, 0.4, 0.5], [0.1, 0.1, -0.2], [0.2, -0.3, 0.0], [-0.4, 0.2, 0.0], [0.0, 0.0, 0.0], [0.0, 0.0, 0.0], [0.1, 0.0, 0.0], [-0.1, -0.1, 0.0], [0.0, -0.1, 0.0], [0.1, 0.0, 0.0], [-0.1, 0.0, -0.1], [-0.2, 0.0, 0.0], [0.0, 0.0, 0.0], [-0.1, 0.1, 0.0], [0.0, 0.1, 0.1], [-0.1, 0.1, -0.1], [0.2, -0.1, 0.2], [-0.2, 0.1, -0.2], [0.2, 0.0, 0.0], [0.0, 0.0, 0.1], [0.0, 0.1, -0.1], [-0.1, 0.0, 0.0], [0.0, -0.1, 0.0], [0.0, 0.0, 0.0], [0.0, 0.1, 0.0], [0.0, 0.0, 0.0], [0.1, 0.0, 0.1], [-0.1, 0.1, 0.1], [0.0, 0.0, 0.0], [0.0, 0.0, 0.0], [0.1, 0.1, 0.0], [0.1, 0.0, 0.0], [0.0, 0.1, 0.0]], "nbo_charge": [-0.251, -0.495, 0.274, -0.220, -0.257, 0.221, -0.459, -0.202, -0.270, -0.686, 2.320, -0.942, -0.965, -0.664, -0.235, -0.631, 0.657, -0.624, -0.155, -0.521, 0.320, -0.334, -0.166, -0.286, 0.327, -0.489, -0.253, -0.335, -0.252, -0.220, -0.286, -0.278, 0.174, 0.173, 0.200, 0.223, 0.212, 0.217, 0.199, 0.254, 0.180, 0.236, 0.255, 0.216, 0.243, 0.445, 0.205, 0.203, 0.220, 0.217, 0.226, 0.182, 0.202, 0.175, 0.231, 0.243, 0.178, 0.217, 0.207, 0.207, 0.217]}

---

No. 4
{"formula": "C22H29N3P2Tc", "method": "ωB97M-V with the def2-TZVPD basis set", "multiplicity": 4, "orbital_gap_ha": [0.17235, 0.15791], "e_tot_ev": -48513.3980, "s2": 3.78, "total_charge": 2, "symbols": ["C", "C", "C", "C", "C", "C", "C", "C", "C", "C", "C", "C", "C", "H", "H", "H", "H", "H", "H", "H", "N", "Tc", "C", "H", "H", "C", "H", "H", "P", "P", "C", "H", "H", "H", "C", "H", "H", "H", "C", "H", "H", "H", "C", "H", "H", "H", "H", "H", "N", "C", "C", "N", "C", "H", "H", "H", "H"], "coordinates": [[0.350, -0.710, -4.326], [-0.035, -0.079, -3.146], [-1.278, -0.485, -2.548], [-1.773, -1.826, -2.773], [-1.022, -2.623, -3.682], [-0.141, -2.007, -4.574], [-2.812, -2.263, -1.949], [-3.396, -1.430, -0.993], [-2.830, -0.109, -0.855], [-3.204, 0.712, 0.265], [-4.429, 0.446, 0.870], [-4.976, -0.847, 0.750], [-4.353, -1.823, -0.018], [1.072, -0.244, -5.012], [-1.207, -3.703, -3.710], [0.193, -2.532, -5.463], [-3.100, -3.319, -1.996], [-4.928, 1.194, 1.496], [-5.902, -1.077, 1.258], [-4.616, -2.883, 0.060], [-1.950, 0.360, -1.754], [0.840, -0.231, 1.103], [0.790, 1.016, -2.510], [0.154, 1.877, -2.246], [1.556, 1.304, -3.253], [-2.297, 1.848, 0.718], [-2.003, 2.445, -0.172], [-2.915, 2.446, 1.417], [1.691, 0.473, -0.920], [-0.735, 1.324, 1.634], [-1.349, 1.189, 3.364], [-0.499, 1.102, 4.059], [-1.980, 2.033, 3.675], [-1.931, 0.261, 3.447], [0.123, 2.959, 1.755], [-0.330, 3.637, 2.491], [1.172, 2.807, 2.045], [0.132, 3.469, 0.784], [2.939, -0.666, -1.649], [3.532, -0.197, -2.445], [3.631, -1.016, -0.873], [2.436, -1.545, -2.063], [2.813, 1.910, -0.583], [3.377, 1.703, 0.337], [3.534, 2.086, -1.396], [2.226, 2.822, -0.419], [1.101, -1.762, 1.126], [-0.658, -0.875, 1.493], [4.455, -1.312, 2.844], [4.110, -0.380, 3.814], [2.848, 0.038, 3.531], [2.467, -0.588, 2.334], [3.441, -1.422, 1.961], [5.318, -1.822, 2.772], [4.784, -0.095, 4.597], [2.150, 0.621, 4.114], [3.413, -2.208, 1.211]], "forces_ev_per_a": [[0.0, 0.3, 1.1], [-0.2, 0.4, -0.7], [-0.9, -0.5, 0.0], [1.3, 0.7, 0.6], [0.0, 0.0, -1.1], [-1.0, -0.9, 0.4], [0.0, -0.7, 0.1], [1.0, 0.6, 0.8], [-0.2, -0.4, -0.7], [-0.6, 0.4, -0.1], [1.2, 0.2, -0.1], [0.0, -1.1, -0.8], [-0.9, 0.2, 0.1], [-0.1, -0.4, 0.5], [-0.1, 0.5, -0.4], [0.2, -0.1, 0.3], [-0.2, 0.4, -0.1], [0.4, -0.4, 0.0], [0.2, -0.1, 0.3], [-0.3, 0.5, -0.2], [1.9, 0.0, 1.8], [0.7, 0.5, 1.2], [-0.8, 0.1, -0.2], [0.3, -0.2, 0.0], [0.0, 0.1, 0.7], [-1.0, -0.3, -1.0], [0.1, -0.2, 0.7], [0.8, 0.0, -0.2], [2.2, 1.6, -3.9], [-3.5, 2.6, 1.1], [0.1, -0.8, 0.1], [-0.2, 0.1, -0.2], [0.3, -0.1, -0.4], [0.1, 0.2, 0.0], [0.8, -0.1, -0.5], [-0.1, -0.5, -0.1], [-0.1, 0.1, 0.0], [-0.1, -0.2, 0.1], [-0.1, -0.7, 0.3], [-0.3, 0.1, 0.2], [-0.1, 0.1, -0.2], [0.0, 0.1, 0.0], [-0.2, 0.2, 0.3], [-0.1, 0.1, -0.2], [-0.4, -0.2, 0.1], [0.2, -0.2, -0.1], [-1.2, -1.6, 0.1], [0.4, -0.4, 0.3], [-0.8, 0.7, -0.2], [0.0, -0.4, -0.4], [0.2, -0.6, -0.8], [0.0, -0.7, -0.3], [0.6, 0.2, 1.4], [0.2, -0.1, 0.2], [0.0, -0.1, 0.2], [0.2, 0.2, -0.2], [-0.1, 0.5, 0.0]], "lowdin_spin": [0.010, -0.002, 0.003, 0.001, 0.016, -0.002, 0.016, 0.000, 0.003, -0.003, 0.014, -0.003, 0.019, 0.000, 0.001, 0.000, 0.001, 0.001, 0.000, 0.001, 0.018, 2.319, 0.020, 0.000, 0.003, 0.027, 0.000, 0.003, 0.135, 0.081, 0.030, 0.001, 0.003, 0.002, 0.017, 0.002, 0.003, 0.000, 0.037, 0.005, 0.000, 0.000, 0.037, 0.002, 0.006, 0.000, 0.003, 0.032, 0.019, 0.002, 0.015, 0.054, 0.044, 0.001, 0.000, 0.002, 0.003]}